ORCA calculation (ωB97M-V with the def2-TZVPD basis set) on a single C6H6O molecule.

For the energy relative to the best compared isomer or geometry (same formula, charge and spin), the calculation gives 301.5 kJ/mol.

Last column: Mulliken charge in e.
Atoms and positions in Å:
C  -0.6495  2.9071  0.7956  0.1291
C  -0.4144  1.7390  0.6077  -0.7111
C  -0.1538  0.3781  0.2659  0.2744
C  -0.9332  -0.4113  -0.4776  -0.4188
C  -0.1327  -1.6525  -0.7885  -0.3727
O  1.1958  -1.1308  -0.8246  -0.3694
C  1.1834  -0.3441  0.3782  -0.4886
H  -0.8693  3.9443  0.9329  0.4165
H  -1.8623  -0.1248  -0.9473  0.4217
H  -0.1711  -2.3802  0.0457  0.2204
H  -0.4337  -2.1852  -1.6945  0.3186
H  2.0293  0.3391  0.5079  0.3365
H  1.2117  -1.0787  1.1987  0.2434

Cartesian forces (eV/Å) of the 3 atoms listed first:
0.1 -0.4 0.0
-0.1 0.4 0.1
-0.1 -0.1 -0.4

ORCA calculation (ωB97M-V with the def2-TZVPD basis set) on 2 unconnected molecules or ions with the total composition C6H6O.

For the energy relative to the best compared isomer or geometry (same formula, charge and spin), the calculation gives 499.9 kJ/mol.

Last column: Mulliken charge in e.
Atoms and positions in Å:
C  -1.7781  0.3921  -2.0199  -0.0748
C  -1.3452  0.1446  -0.9217  -0.1015
C  -0.8861  -0.1389  0.3774  0.1483
C  0.0394  -0.1404  1.2887  -0.5668
C  -1.2933  -0.6572  1.7291  -0.5373
H  -2.1863  0.6201  -2.9805  0.4101
H  1.0677  0.0573  1.5578  0.3804
H  -1.4387  -1.7312  1.8695  0.1796
H  -1.9324  -0.0364  2.3617  0.1952
C  2.4334  0.3706  -0.8240  0.0434
O  2.9166  0.2991  0.2797  -0.4122
H  2.9808  0.8356  -1.6650  0.2639
H  1.4220  -0.0152  -1.0527  0.0716

Cartesian forces (eV/Å) of the 3 atoms listed first:
0.1 -0.1 0.4
-0.1 0.1 -0.3
0.1 0.1 0.1

ORCA calculation (ωB97M-V with the def2-TZVPD basis set) on a single C6H6O molecule.

For the energy relative to the best compared isomer or geometry (same formula, charge and spin), the calculation gives 386.4 kJ/mol.

Last column: Mulliken charge in e.
Atoms and positions in Å:
C  -1.2166  1.5941  -1.5361  0.1613
C  -1.0613  0.5166  -1.0228  -0.4238
C  -0.8555  -0.8096  -0.4396  -0.7531
C  0.3883  -0.9757  0.4953  0.1330
O  -0.0023  -1.2803  1.8219  -0.5531
C  1.2974  0.1816  0.4601  -0.7173
C  2.0115  1.1505  0.4655  0.1678
H  -1.3299  2.5531  -1.9915  0.3931
H  -1.7236  -1.0977  0.1629  0.3027
H  -0.7915  -1.5383  -1.2552  0.2811
H  0.9366  -1.8615  0.1601  0.2483
H  -0.2806  -0.4556  2.2423  0.3499
H  2.6276  2.0227  0.4371  0.4101

Cartesian forces (eV/Å) of the 3 atoms listed first:
0.1 -0.4 0.2
-0.1 0.4 -0.2
0.0 -0.1 -0.1

ORCA calculation (ωB97M-V with the def2-TZVPD basis set) on a single C6H6O molecule.

For the energy relative to the best compared isomer or geometry (same formula, charge and spin), the calculation gives 270.1 kJ/mol.

Last column: Mulliken charge in e.
Atoms and positions in Å:
C  0.1193  -2.8202  1.0456  -0.1766
C  -0.0014  -1.8374  0.3492  -0.4738
C  -0.0915  -0.4896  -0.1201  0.5388
C  0.3028  0.1326  -1.2312  -0.5174
C  0.1808  1.6230  -1.0275  -0.3473
O  -0.3512  1.7881  0.2809  -0.3705
C  -0.4926  0.5331  0.9166  -0.4274
H  0.2823  -3.6560  1.6978  0.3886
H  0.7260  -0.3217  -2.1229  0.4094
H  1.1677  2.1126  -1.0903  0.2276
H  -0.4889  2.1075  -1.7569  0.2437
H  -1.5251  0.4009  1.2687  0.2625
H  0.1718  0.4271  1.7901  0.2425

Cartesian forces (eV/Å) of the 3 atoms listed first:
0.0 0.5 -0.4
0.2 -0.6 0.5
0.2 0.1 0.0

ORCA calculation (ωB97M-V with the def2-TZVPD basis set) on a single C6H6O molecule at a distorted geometry.

For the energy relative to the best compared isomer or geometry (same formula, charge and spin), the calculation gives 776.2 kJ/mol.

Last column: Mulliken charge in e.
Atoms and positions in Å:
C  1.0987  -1.3038  -0.0153  0.1644
C  2.3150  -1.7409  -0.0167  -0.6427
C  -0.3638  -0.9738  -0.5182  -0.2093
C  -0.3819  0.3987  0.2754  -0.9235
C  0.9196  -0.0430  0.9145  0.4082
C  2.2784  0.4278  0.4257  -0.2661
O  2.2937  1.2067  -0.5373  -0.2388
H  -0.5818  -1.1121  -1.5683  0.3441
H  -1.0442  -1.7241  0.0290  0.2161
H  -0.2149  1.2766  -0.3052  0.1848
H  -1.2745  0.5181  1.0570  0.2779
H  0.8100  -0.4306  1.9243  0.3945
H  1.4025  1.7094  -0.7866  0.2905

Cartesian forces (eV/Å) of the 3 atoms listed first:
-1.6 1.4 -0.4
0.6 -0.3 -0.5
-0.5 -1.6 2.0

ORCA calculation (ωB97M-V with the def2-TZVPD basis set) on a single C6H6O molecule at a distorted geometry.

The spin multiplicity is 3. For the energy relative to the best compared isomer or geometry (same formula, charge and spin), the calculation gives 255.6 kJ/mol. Its expectation value of S² is 2.0353.

Last column: Löwdin spin population.
Atoms and positions in Å:
C  -0.5354  1.1336  -0.0039  0.0934
C  -0.3811  2.3508  0.6519  0.2796
C  -0.9986  -0.3120  0.5163  0.0844
C  0.9943  1.7289  0.3181  0.0508
C  0.7422  0.9257  -0.7788  0.5629
C  0.1377  -1.2847  0.0982  0.6250
O  0.0919  -2.1589  -0.9191  0.2143
H  -1.0270  -0.1854  1.5970  0.0110
H  -1.9067  -0.7005  0.0468  0.0068
H  1.5724  1.4281  1.1522  0.0096
H  1.0750  0.8963  -1.7959  0.0314
H  0.8490  -1.7619  0.7462  0.0293
H  -0.6139  -2.0601  -1.6290  0.0014

Cartesian forces (eV/Å) of the 3 atoms listed first:
0.7 -2.9 -0.8
1.1 -0.2 0.0
1.8 0.2 -1.1

ORCA calculation (ωB97M-V with the def2-TZVPD basis set) on a molecular structure, C6H6O2.

For the energy relative to the best compared isomer or geometry (same formula, charge and spin), the calculation gives 475.9 kJ/mol.

Last column: Mulliken charge in e.
Atoms and positions in Å:
C  -2.2409  -1.1075  0.1674  -1.3508
C  0.6885  -0.5450  0.3459  1.1234
C  -1.1004  -0.2200  0.0054  0.0095
C  1.7136  2.2482  -0.2853  -0.8492
O  1.0507  -1.2688  -0.7784  -0.4747
C  -0.4402  0.8294  -0.2111  0.3554
C  0.8309  1.2807  -0.1763  -0.0077
O  0.9893  -0.8041  1.4913  -0.6092
H  1.8990  -1.6739  -0.5502  0.3490
H  -2.2233  -1.8831  -0.6029  0.3045
H  -2.1749  -1.6060  1.1388  0.3091
H  -3.1918  -0.5735  0.1084  0.3331
H  1.4335  3.2640  -0.5497  0.2530
H  2.7661  2.0595  -0.1034  0.2546

Cartesian forces (eV/Å) of the 3 atoms listed first:
-0.2 -0.1 0.0
-0.2 0.3 -0.2
0.5 0.3 0.0

ORCA calculation (ωB97M-V with the def2-TZVPD basis set) on a single C6H6O2 molecule at a distorted geometry.

For the energy relative to the best compared isomer or geometry (same formula, charge and spin), the calculation gives 86.7 kJ/mol.

Last column: Mulliken charge in e.
Atoms and positions in Å:
C  -1.8166  1.2008  -0.4709  -1.0082
C  -0.6674  0.7872  -0.0221  0.5049
C  0.6834  1.4254  0.5000  -0.4105
C  1.8535  0.5953  -0.0819  -0.3129
C  1.6809  -0.6844  -0.3177  -0.1678
O  0.5279  -1.4060  -0.1151  -0.3386
C  -0.6078  -0.7270  0.1577  0.4419
O  -1.6258  -1.3630  0.3561  -0.5619
H  -2.6395  0.5971  -0.7226  0.3257
H  -1.9738  2.2502  -0.6604  0.2785
H  0.7111  1.5918  1.5927  0.2635
H  0.5983  2.4109  -0.0085  0.2907
H  2.8461  1.0606  -0.0328  0.3242
H  2.4862  -1.3425  -0.6869  0.3705

Cartesian forces (eV/Å) of the 3 atoms listed first:
0.1 2.5 -0.5
3.0 -2.7 2.4
-1.6 0.7 -2.5

Among the records above, which one has the lowest energy relative to the best compared isomer or geometry (same formula, charge and spin)?
number 8

What is the energy relative to the best compared isomer or geometry (same formula, charge and spin) in the fifth record?
776.2 kJ/mol

Which of these has the lowest energy relative to the best compared isomer or geometry (same formula, charge and spin)?
number 8

Copy entry 1 word for word.
ORCA calculation (ωB97M-V with the def2-TZVPD basis set) on a single C6H6O molecule.

For the energy relative to the best compared isomer or geometry (same formula, charge and spin), the calculation gives 301.5 kJ/mol.

Last column: Mulliken charge in e.
Atoms and positions in Å:
C  -0.6495  2.9071  0.7956  0.1291
C  -0.4144  1.7390  0.6077  -0.7111
C  -0.1538  0.3781  0.2659  0.2744
C  -0.9332  -0.4113  -0.4776  -0.4188
C  -0.1327  -1.6525  -0.7885  -0.3727
O  1.1958  -1.1308  -0.8246  -0.3694
C  1.1834  -0.3441  0.3782  -0.4886
H  -0.8693  3.9443  0.9329  0.4165
H  -1.8623  -0.1248  -0.9473  0.4217
H  -0.1711  -2.3802  0.0457  0.2204
H  -0.4337  -2.1852  -1.6945  0.3186
H  2.0293  0.3391  0.5079  0.3365
H  1.2117  -1.0787  1.1987  0.2434

Cartesian forces (eV/Å) of the 3 atoms listed first:
0.1 -0.4 0.0
-0.1 0.4 0.1
-0.1 -0.1 -0.4